This record from OMol25 describes a 2-piece molecular cluster, C3H4BrIO overall in a non-equilibrium geometry. The level of theory is ωB97M-V/def2-TZVPD.

Geometry (Å):
1 C -0.278 0.333 -0.761
2 C 0.995 -0.569 -0.629
3 C -0.331 1.013 0.464
4 O -1.239 0.229 -1.526
5 Br -1.790 2.041 1.187
6 I -1.641 -1.733 2.151
7 H 1.148 -0.824 -1.718
8 H 0.758 -1.425 -0.023
9 H 1.839 -0.023 -0.258
10 H 0.540 0.958 1.114

Cartesian forces (eV/Å) of the 2 atoms listed first:
C -0.8 -1.6 0.9
C -1.1 0.5 -3.8

The orbital gap (spin up / spin down) is 8.177 / 6.099 eV. For the relative energy (zero: lowest compared OMol25 entry of this formula, charge and spin), the calculation gives 38.46 kcal per mole. For the lowest unoccupied orbital energy (spin up / spin down), the calculation gives -2.006 / -3.323 eV. The value obtained for the HOMO energy (spin up / spin down) is -0.37425 / -0.34626 Ha.

This record from OMol25 describes C3H4BrN as an isolated structure in a non-equilibrium geometry. The level of theory is ωB97M-V/def2-TZVPD.

Geometry (Å):
1 C 0.450 0.558 -1.414
2 C -0.335 -0.164 -0.621
3 C -0.061 -0.252 0.727
4 N 0.883 -0.535 1.427
5 Br -2.183 -0.014 2.129
6 H 0.300 0.547 -2.471
7 H 1.243 1.158 -1.022
8 H -1.027 -0.757 -1.159
9 H 0.730 -0.540 2.404

Cartesian forces (eV/Å) of the 2 atoms listed first:
C 0.0 0.2 0.5
C 0.2 0.7 -2.8

The orbital gap (spin up / spin down) is 8.304 / 8.303 eV. For the relative energy (zero: lowest compared OMol25 entry of this formula, charge and spin), the calculation gives 37.33 kcal per mole. For the lowest unoccupied orbital energy (spin up / spin down), the calculation gives -1.124 / -1.124 eV. The value obtained for the HOMO energy (spin up / spin down) is -0.34645 / -0.34644 Ha.